{"formula": "C5H4", "method": "ωB97M-V/def2-TZVPD", "species": ["C", "C", "C", "C", "C", "H", "H", "H", "H"], "xyz": [[2.73, -0.09, 0.05], [3.88, -0.35, -0.04], [0.15, -0.40, 0.11], [1.32, 0.35, -0.09], [-1.13, -0.70, -0.02], [1.22, 1.16, 0.61], [1.36, 0.80, -1.01], [-1.90, 0.18, -0.14], [-1.61, -1.66, 0.23]], "total_charge": 0, "orbital_gap_ev": [9.975, 5.378]}

{"formula": "C8H9BrO2", "method": "ωB97M-V/def2-TZVPD", "species": ["O", "C", "C", "C", "C", "C", "C", "C", "Br", "C", "O", "H", "H", "H", "H", "H", "H", "H", "H", "H"], "xyz": [[-3.67, -0.03, -0.74], [-2.44, -0.56, -0.82], [-1.31, 0.06, -0.96], [-0.35, 0.93, -1.19], [0.46, 1.58, -0.05], [0.49, 0.63, 1.13], [1.30, -0.37, 1.39], [2.28, -0.92, 0.41], [3.62, 0.21, -0.30], [2.48, -2.23, 0.22], [1.89, -3.38, 0.76], [-3.74, 0.95, -0.81], [-2.50, -1.65, -0.64], [-0.14, 1.35, -2.18], [-0.12, 2.47, 0.30], [1.33, 1.93, -0.49], [-0.23, 0.89, 1.99], [1.21, -0.77, 2.40], [3.01, -2.57, -0.65], [1.68, -3.42, 1.73]], "total_charge": 0, "smiles": "OC=C=CC/C=C\\C(Br)=C/O", "orbital_gap_ev": 9.245}

{"formula": "C32H74BF6MgNO19S2", "method": "ωB97M-V/def2-TZVPD", "species": ["Mg", "C", "F", "F", "F", "S", "O", "O", "N", "S", "O", "O", "C", "F", "F", "F", "B", "H", "H", "H", "H", "C", "O", "C", "C", "O", "C", "C", "O", "C", "H", "H", "H", "H", "H", "H", "H", "H", "H", "H", "H", "H", "H", "H", "C", "O", "C", "C", "O", "C", "C", "O", "C", "H", "H", "H", "H", "H", "H", "H", "H", "H", "H", "H", "H", "H", "H", "C", "O", "C", "C", "O", "C", "C", "O", "C", "H", "H", "H", "H", "H", "H", "H", "H", "H", "H", "H", "H", "H", "H", "C", "O", "C", "C", "O", "C", "C", "O", "C", "H", "H", "H", "H", "H", "H", "H", "H", "H", "H", "H", "H", "H", "H", "C", "O", "C", "C", "O", "C", "C", "O", "C", "H", "H", "H", "H", "H", "H", "H", "H", "H", "H", "H", "H", "H", "H"], "xyz": [[-0.80, -0.52, 2.41], [-4.43, 0.51, 4.08], [-5.12, 0.35, 2.89], [-3.82, 1.70, 4.00], [-5.30, 0.56, 5.04], [-3.20, -1.00, 4.36], [-2.12, -0.42, 5.16], [-3.97, -2.06, 5.03], [-2.47, -1.34, 2.80], [-3.42, -2.49, 2.33], [-3.14, -3.87, 2.80], [-4.86, -2.18, 2.47], [-3.19, -2.63, 0.45], [-4.10, -3.41, -0.09], [-3.18, -1.43, -0.10], [-1.99, -3.28, 0.34], [0.07, -0.88, 0.71], [-0.30, -1.82, 1.12], [-0.81, -0.27, 0.58], [0.74, -0.44, 1.43], [0.50, -1.08, -0.25], [-2.09, 4.38, 6.14], [-1.20, 4.70, 5.09], [-1.57, 5.78, 4.22], [-0.39, 6.33, 3.38], [0.21, 5.28, 2.56], [1.51, 5.64, 2.06], [2.29, 4.51, 1.44], [1.60, 3.67, 0.43], [2.35, 2.67, -0.15], [-3.15, 4.28, 5.89], [-2.00, 5.14, 6.92], [-1.75, 3.42, 6.52], [-1.91, 6.57, 4.89], [-2.38, 5.45, 3.57], [0.35, 6.95, 3.88], [-0.76, 7.01, 2.62], [2.16, 5.98, 2.87], [1.39, 6.53, 1.44], [2.62, 3.85, 2.25], [3.17, 5.04, 1.06], [2.46, 1.78, 0.47], [3.30, 3.10, -0.48], [1.95, 2.26, -1.07], [0.17, -3.35, 3.02], [0.12, -2.04, 3.54], [1.31, -1.63, 4.18], [1.15, -0.15, 4.55], [0.27, 0.52, 3.60], [-0.01, 1.90, 3.85], [-0.70, 2.33, 2.59], [-1.61, 1.31, 2.25], [-2.52, 1.56, 1.21], [1.00, -3.51, 2.33], [-0.74, -3.63, 2.48], [0.32, -4.03, 3.86], [2.09, -1.64, 3.42], [1.51, -2.27, 5.03], [2.14, 0.29, 4.63], [0.75, -0.04, 5.56], [0.89, 2.52, 3.89], [-0.64, 2.12, 4.71], [-0.08, 2.54, 1.71], [-1.15, 3.26, 2.95], [-3.20, 2.27, 1.68], [-3.12, 0.67, 1.03], [-2.13, 1.90, 0.25], [3.09, -2.64, 0.16], [4.16, -1.95, -0.34], [5.14, -2.78, -0.99], [5.96, -3.80, -0.15], [5.15, -5.06, -0.07], [5.98, -6.21, 0.25], [6.48, -6.32, 1.63], [7.30, -5.24, 2.03], [8.68, -5.33, 1.68], [2.65, -3.20, -0.65], [2.41, -1.97, 0.68], [3.39, -3.29, 0.98], [5.72, -2.13, -1.63], [4.72, -3.38, -1.79], [5.93, -3.49, 0.89], [7.01, -3.89, -0.41], [6.91, -6.21, -0.32], [5.40, -7.10, 0.00], [6.98, -7.24, 1.90], [5.60, -6.33, 2.27], [8.80, -5.60, 0.63], [9.22, -6.11, 2.21], [9.15, -4.39, 1.93], [-3.30, -2.52, -7.13], [-2.77, -3.12, -5.97], [-3.39, -2.76, -4.74], [-2.50, -2.97, -3.57], [-1.25, -2.36, -3.74], [-0.29, -2.95, -2.91], [1.12, -2.31, -3.05], [1.45, -2.33, -4.46], [2.66, -1.62, -4.71], [-3.27, -1.43, -7.20], [-4.34, -2.78, -7.33], [-2.86, -2.83, -8.08], [-4.36, -3.26, -4.69], [-3.70, -1.71, -4.66], [-2.51, -4.02, -3.27], [-2.99, -2.50, -2.72], [-0.17, -4.02, -3.09], [-0.59, -2.94, -1.86], [1.88, -2.66, -2.35], [1.13, -1.25, -2.79], [3.07, -1.98, -5.66], [3.42, -1.86, -3.96], [2.60, -0.53, -4.69], [-1.05, 0.44, -2.55], [-1.68, 1.75, -2.46], [-3.07, 1.47, -2.72], [-4.01, 2.64, -2.64], [-3.74, 3.81, -3.48], [-3.83, 3.56, -4.93], [-2.96, 4.65, -5.51], [-2.90, 5.94, -4.96], [-2.27, 6.83, -5.89], [-1.50, -0.24, -1.83], [-0.03, 0.74, -2.31], [-1.12, 0.02, -3.55], [-3.51, 0.74, -2.04], [-3.14, 1.01, -3.70], [-3.87, 3.13, -1.68], [-5.08, 2.46, -2.78], [-4.91, 3.56, -5.07], [-3.57, 2.57, -5.32], [-3.18, 4.60, -6.57], [-1.97, 4.20, -5.60], [-3.03, 7.14, -6.61], [-1.51, 6.33, -6.49], [-1.91, 7.76, -5.46]], "total_charge": 0, "orbital_gap_ev": 9.516}

Energy above the lowest of the compared OMol25 structures with the same formula, charge and spin per entry: 124.32, 75.44, 0.00 kcal/mol